ORCA calculation (wB97M-V/def2-TZVPD) on a structure of composition C20H26AgClIN2O4 in a non-equilibrium geometry.

Properties
frontier orbital gap (spin up / spin down): 0.2213 / 0.1500 hartree
total charge: +2
largest force on an atom: 1.758 eV/Å
multiplicity: 2

Element x y z (Å)
C: 4.8964 -0.1105 2.1453
C: 4.1900 -1.1756 1.2587
C: 2.7811 -1.5314 1.8147
C: 1.6737 -1.1089 0.8393
O: 1.1363 0.2146 1.1586
C: -0.1753 0.2443 0.7945
C: -1.1578 0.1984 1.7917
N: -0.7270 0.1204 3.1615
C: -2.4845 0.1964 1.4459
C: -2.8661 0.2375 0.0745
C: -1.8733 0.2902 -0.8878
C: -2.1813 0.2958 -2.3858
O: -1.6862 -0.9222 -2.9530
C: -2.3771 -2.0813 -2.4825
C: -1.5438 -2.9785 -1.5439
C: -0.5262 0.2998 -0.5460
N: 0.5108 0.3544 -1.5103
C: 0.7899 1.6978 -2.0253
C: 1.5409 2.6000 -1.0236
C: 3.0824 2.5501 -1.1217
C: -4.3251 0.2206 -0.2398
O: -4.8440 -0.1497 -1.2649
C: -5.2686 0.6924 0.8764
I: -7.1190 1.3798 0.2740
C: -4.9310 0.6421 2.1989
Cl: -5.9849 1.1184 3.4284
C: -3.5356 0.1071 2.5356
O: -3.3378 -0.3842 3.6200
H: 4.6803 0.8977 1.7710
H: 5.9826 -0.2373 2.1349
H: 4.5434 -0.1998 3.1742
H: 4.8336 -2.0617 1.2380
H: 4.1359 -0.8240 0.2188
H: 2.7333 -2.6278 1.8556
H: 2.6177 -1.1743 2.8341
H: 0.8431 -1.8263 0.8891
H: 2.0679 -1.1574 -0.1781
H: -0.0023 -0.5916 3.1677
H: -0.2967 1.0089 3.4020
H: -1.6136 1.0753 -2.9014
H: -3.2308 0.4664 -2.6284
H: -3.3284 -1.8632 -1.9899
H: -2.6274 -2.6785 -3.3676
H: -2.2488 -3.4701 -0.8610
H: -0.9798 -3.7510 -2.0709
H: -0.8577 -2.4126 -0.9025
H: 0.3641 -0.3259 -2.2476
H: -0.1450 2.2247 -2.2771
H: 1.3358 1.6337 -2.9781
H: 1.1708 2.3880 -0.0192
H: 1.2461 3.6279 -1.2630
H: 3.4928 2.5654 -0.1076
H: 3.4659 1.6754 -1.7096
H: 3.4460 3.4745 -1.5858
Ag: 4.7142 1.1458 -3.0311

ORCA calculation (wB97M-V/def2-TZVPD) on a cluster of 2 separate species, CH2BBr2F4O4P2S in total in a non-equilibrium geometry.

Properties
frontier orbital gap: 0.2668 hartree
total charge: -1
largest force on an atom: 9.825 eV/Å

Element x y z (Å)
O: 1.5068 -1.6818 -0.2655
C: 0.3900 -1.5924 -0.7885
O: -0.4634 -2.5180 -0.6021
S: 0.0999 -0.0868 -1.8711
P: 1.2988 1.5866 -1.2407
O: 0.2298 2.9077 -1.1361
Br: 2.6925 1.9443 -3.0077
P: -1.9639 0.5040 -1.9926
O: -2.6451 0.5341 -0.4475
Br: -2.9299 -1.1822 -3.1545
H: 0.6936 3.5980 -0.6222
H: -2.7040 1.4812 -0.1999
B: 0.7563 -1.1036 3.0658
F: 0.2044 -0.6461 4.3001
F: 0.2507 -0.3084 1.9990
F: 2.1749 -0.9724 3.1017
F: 0.4086 -2.4642 2.8618

ORCA calculation (wB97M-V/def2-TZVPD) on a structure of composition C38H53N7PrSSeSi in a non-equilibrium geometry.

Properties
frontier orbital gap (spin up / spin down): 0.2643 / 0.2656 hartree
total charge: +1
energy relative to the best compared isomer or geometry (same formula, charge and spin): 12.7 kcal/mol
largest force on an atom: 2.446 eV/Å
multiplicity: 3

Element x y z (Å)
Pr: 1.0405 0.7115 0.1391
C: 4.2657 0.6397 1.6038
C: 3.3733 0.6592 2.8836
C: 2.6496 2.0152 3.0943
C: 3.1196 2.9407 4.0327
C: 2.4129 4.1188 4.1199
C: 1.2918 4.3191 3.3471
C: 0.8985 3.2958 2.4609
N: 1.6006 2.1803 2.2785
N: 3.6504 -0.0466 0.4392
C: 4.3462 0.4634 -0.7793
C: 4.0431 1.9256 -0.9937
C: 4.8848 2.8104 -1.6762
C: 4.4249 4.1523 -1.8885
C: 3.1810 4.5522 -1.3963
C: 2.4619 3.6205 -0.7212
N: 2.8178 2.3262 -0.5645
C: 3.7786 -1.4863 0.5361
C: 3.0704 -2.1913 -0.6224
C: 3.6327 -3.3923 -1.1036
C: 3.0159 -4.0168 -2.1536
C: 1.8157 -3.4808 -2.6351
C: 1.3956 -2.2647 -2.1273
N: 1.9839 -1.6084 -1.1092
H: 5.1827 0.1991 1.9202
H: 4.5017 1.6734 1.3576
H: 3.9790 0.4948 3.7698
H: 2.6562 -0.1678 2.8225
H: 4.0118 2.6951 4.5516
H: 2.8353 4.8462 4.7665
H: 0.6539 5.2236 3.5373
H: -0.0185 3.3762 1.8991
H: 4.0730 -0.1497 -1.6629
H: 5.4346 0.3349 -0.7286
H: 5.8848 2.5289 -1.9330
H: 5.0244 4.7684 -2.5413
H: 2.7621 5.5614 -1.5776
H: 1.5625 3.8894 -0.2429
H: 3.2063 -1.7779 1.4477
H: 4.7819 -1.8440 0.5963
H: 4.5772 -3.7637 -0.7733
H: 3.4121 -4.8853 -2.7029
H: 1.3440 -3.9180 -3.5164
H: 0.5151 -1.8005 -2.5353
C: -1.9903 -4.6856 -1.6647
C: -3.3141 -3.8922 -1.7835
C: -3.2354 -2.3739 -1.7129
C: -2.8780 -1.7826 -0.3672
N: -1.5490 -2.0767 0.0553
C: -1.2021 -2.0710 1.3700
S: 0.4191 -1.7430 1.7882
N: -2.0830 -2.3995 2.2933
C: -3.1833 -3.3253 2.2368
C: -3.3303 -4.1460 3.5060
C: -4.4994 -3.6546 4.3792
C: -4.3574 -2.1854 4.8817
H: -2.2489 -5.7680 -1.8803
H: -1.5308 -4.5580 -0.6878
H: -1.2961 -4.3507 -2.4478
H: -3.9956 -4.2925 -0.9820
H: -3.7486 -4.2496 -2.7335
H: -4.2654 -1.9620 -1.9434
H: -2.5140 -2.0722 -2.4401
H: -3.5712 -2.1331 0.3710
H: -2.9698 -0.7194 -0.4396
H: -0.7559 -2.0003 -0.5706
H: -1.7932 -2.1602 3.2507
H: -3.0676 -3.9303 1.3184
H: -4.1327 -2.7856 2.1150
H: -2.3861 -4.2554 4.0390
H: -3.6335 -5.1076 3.1485
H: -4.6966 -4.2434 5.2797
H: -5.4445 -3.8331 3.7914
H: -3.5204 -1.9676 5.5220
H: -5.2199 -2.0231 5.5298
H: -4.4217 -1.3968 4.1592
N: -1.2599 0.6450 -7.3793
C: -0.9461 0.8323 -6.2862
C: -0.4699 0.9120 -4.9237
C: -1.2942 0.5200 -3.8748
C: -0.8313 0.5104 -2.5690
C: 0.4858 0.9222 -2.2528
C: 1.3044 1.3122 -3.3699
C: 0.8323 1.2793 -4.6685
H: -2.3482 0.2991 -4.1260
H: -1.4941 0.1265 -1.7818
H: 2.3011 1.6428 -3.1337
H: 1.4316 1.6236 -5.4986
C: -0.9991 4.0346 -0.6323
Si: -2.5173 3.0077 -0.1085
C: -3.6591 4.1011 0.9296
C: -3.4465 2.5547 -1.6244
Se: -1.7084 1.2703 1.0713
H: -1.1388 4.8329 -1.3578
H: -0.3246 3.3306 -1.1800
H: -0.4382 4.4905 0.1627
H: -3.9871 4.9296 0.3035
H: -3.0956 4.5191 1.8016
H: -4.5258 3.5484 1.3083
H: -4.5363 2.5500 -1.3929
H: -3.1675 1.5671 -1.9495
H: -3.2871 3.2541 -2.4675

ORCA calculation (wB97M-V/def2-TZVPD) on a structure of composition C2H9N2 in a non-equilibrium geometry.

Properties
frontier orbital gap: 0.3952 hartree
total charge: +1
energy relative to the best compared isomer or geometry (same formula, charge and spin): 44.6 kcal/mol
largest force on an atom: 3.645 eV/Å

Element x y z (Å)
N: 0.6104 -1.6811 1.3137
H: 0.1704 -0.4697 0.8504
H: 0.8921 -1.4718 2.3426
H: 1.3745 -1.9117 0.7205
H: -0.1750 -2.3868 1.3754
C: -0.0993 1.6254 -1.6836
C: -0.0572 0.4767 -1.0425
N: -0.6154 0.3661 0.3885
H: 0.0972 2.5758 -1.1756
H: -0.2318 1.8022 -2.7479
H: 0.1705 -0.4520 -1.4304
H: -0.5293 1.2760 0.7801
H: -1.6072 0.2509 0.3089